{
  "formula": "C64H186N16O21",
  "method": "ωB97M-V/def2-TZVPD",
  "species": ["O", "H", "H", "O", "H", "H", "O", "H", "H", "O", "H", "H", "O", "H", "H", "C", "C", "C", "O", "C", "N", "H", "H", "H", "H", "H", "H", "H", "H", "H", "H", "H", "C", "C", "C", "O", "C", "N", "H", "H", "H", "H", "H", "H", "H", "H", "H", "H", "H", "C", "C", "C", "O", "C", "N", "H", "H", "H", "H", "H", "H", "H", "H", "H", "H", "H", "C", "C", "C", "O", "C", "N", "H", "H", "H", "H", "H", "H", "H", "H", "H", "H", "H", "C", "C", "C", "O", "C", "N", "H", "H", "H", "H", "H", "H", "H", "H", "H", "H", "H", "C", "C", "C", "O", "C", "N", "H", "H", "H", "H", "H", "H", "H", "H", "H", "H", "H", "C", "C", "C", "O", "C", "N", "H", "H", "H", "H", "H", "H", "H", "H", "H", "H", "H", "C", "C", "C", "O", "C", "N", "H", "H", "H", "H", "H", "H", "H", "H", "H", "H", "H", "C", "C", "C", "O", "C", "N", "H", "H", "H", "H", "H", "H", "H", "H", "H", "H", "H", "C", "C", "C", "O", "C", "N", "H", "H", "H", "H", "H", "H", "H", "H", "H", "H", "H", "C", "C", "C", "O", "C", "N", "H", "H", "H", "H", "H", "H", "H", "H", "H", "H", "H", "C", "C", "C", "O", "C", "N", "H", "H", "H", "H", "H", "H", "H", "H", "H", "H", "H", "C", "C", "C", "O", "C", "N", "H", "H", "H", "H", "H", "H", "H", "H", "H", "H", "H", "C", "C", "C", "O", "C", "N", "H", "H", "H", "H", "H", "H", "H", "H", "H", "H", "H", "C", "C", "C", "O", "C", "N", "H", "H", "H", "H", "H", "H", "H", "H", "H", "H", "H", "C", "C", "C", "O", "C", "N", "H", "H", "H", "H", "H", "H", "H", "H", "H", "H", "H"],
  "coordinates": [[-24.0250, 20.5916, 12.1176], [-24.3015, 19.7725, 11.7067], [-24.1667, 21.2575, 11.4448], [-21.9875, 22.0909, 10.4550], [-21.2494, 22.6725, 10.2728], [-22.1615, 22.2093, 11.3888], [-22.1500, 18.6489, 11.6206], [-22.5776, 19.4327, 11.9656], [-21.4301, 18.9839, 11.0860], [-21.5391, 24.8153, 7.0129], [-22.4839, 24.7622, 6.8683], [-21.2429, 25.5011, 6.4145], [-26.9921, 33.5286, 9.2215], [-26.4006, 33.5241, 8.4690], [-27.7917, 33.1113, 8.9008], [-23.3058, 32.5012, 17.6318], [-22.4272, 33.5629, 18.1577], [-21.4860, 34.1189, 16.9978], [-20.5188, 33.2248, 16.5089], [-19.6131, 32.5842, 17.4147], [-23.2851, 34.5930, 18.6834], [-22.8104, 31.6122, 17.2417], [-23.8032, 32.8048, 16.7107], [-24.0646, 32.1680, 18.3398], [-21.9449, 33.2770, 19.0924], [-20.9184, 35.0122, 17.2583], [-22.0855, 34.4274, 16.1413], [-18.9262, 33.3162, 17.8396], [-18.9788, 31.8435, 16.9279], [-20.0819, 32.1231, 18.2840], [-23.6150, 35.1294, 17.8938], [-22.6864, 35.2988, 19.0879], [-26.7918, 30.9368, 16.7622], [-26.4583, 29.6038, 15.9689], [-25.5776, 28.6145, 16.8648], [-24.2591, 29.0764, 17.1887], [-23.3993, 28.9439, 16.0907], [-27.8058, 29.0838, 15.6521], [-27.4884, 31.5497, 16.1902], [-25.9029, 31.5676, 16.7543], [-27.2173, 30.8423, 17.7612], [-25.9140, 29.7553, 15.0368], [-25.4767, 27.6032, 16.4709], [-26.1533, 28.4510, 17.7759], [-23.2462, 27.8779, 15.9224], [-22.4292, 29.3872, 16.3157], [-23.9139, 29.2694, 15.1867], [-27.5786, 28.2759, 15.0903], [-28.0300, 28.7131, 16.5645], [-29.2196, 25.9507, 7.2663], [-29.2146, 27.3613, 7.8990], [-27.9687, 28.2274, 7.6580], [-26.9258, 27.6560, 8.4171], [-25.5878, 28.2043, 8.1180], [-30.4218, 27.8874, 7.2713], [-28.1607, 25.7085, 7.1759], [-29.6464, 25.7555, 6.2825], [-29.6492, 25.1704, 7.8944], [-29.4095, 27.2219, 8.9623], [-28.1442, 29.2674, 7.9334], [-27.7669, 28.1769, 6.5881], [-25.2676, 28.2000, 7.0762], [-24.7876, 27.7729, 8.7193], [-25.6689, 29.2454, 8.4304], [-30.3273, 27.9661, 6.2688], [-31.1912, 27.2441, 7.3904], [-25.3837, 22.8112, 9.6043], [-24.8442, 23.0775, 8.1557], [-24.7601, 24.6574, 7.9769], [-24.2349, 24.9484, 6.6520], [-25.3208, 24.9177, 5.7039], [-23.5819, 22.3608, 8.0729], [-25.0124, 23.3854, 10.4531], [-25.3251, 21.7494, 9.8436], [-26.4561, 23.0063, 9.6046], [-25.6195, 22.6884, 7.4957], [-24.1356, 25.1420, 8.7274], [-25.7102, 25.1622, 8.1519], [-25.0552, 25.1852, 4.6812], [-26.1007, 25.6484, 5.9181], [-25.7813, 23.9299, 5.7202], [-23.0931, 22.4034, 8.9557], [-22.9495, 22.8968, 7.4960], [-14.8758, 23.1411, 15.8630], [-16.3438, 22.9333, 15.3690], [-17.2891, 24.1244, 15.6475], [-18.6060, 23.9423, 15.1823], [-19.5480, 24.8343, 15.7303], [-16.1785, 22.6264, 13.9090], [-14.8051, 23.0226, 16.9442], [-14.5276, 24.1380, 15.5930], [-14.1844, 22.4300, 15.4110], [-16.7991, 22.0194, 15.7505], [-16.8566, 25.0456, 15.2570], [-17.3292, 24.1829, 16.7352], [-19.2329, 25.8474, 15.4808], [-19.6666, 24.6469, 16.7975], [-20.4954, 24.6217, 15.2350], [-17.1117, 22.4874, 13.5487], [-15.8637, 23.4986, 13.5089], [-19.4033, 29.0112, 18.0788], [-19.9618, 28.6528, 19.4359], [-21.1782, 27.6848, 19.4186], [-20.8282, 26.4245, 18.8629], [-21.9649, 25.6232, 18.6137], [-18.7882, 28.1245, 20.1576], [-19.2449, 28.1344, 17.4510], [-18.4776, 29.5669, 18.2286], [-20.1117, 29.5979, 17.4940], [-20.3169, 29.4904, 20.0363], [-22.0091, 28.0507, 18.8154], [-21.5347, 27.4487, 20.4212], [-22.5195, 26.0557, 17.7809], [-22.6391, 25.5741, 19.4688], [-21.5390, 24.6912, 18.2420], [-18.0408, 28.7980, 20.0681], [-18.4841, 27.3259, 19.6192], [-23.9339, 31.7480, 8.3202], [-22.5271, 32.0949, 7.7524], [-21.8619, 30.9424, 6.9780], [-21.8422, 29.7593, 7.8271], [-21.5178, 28.5715, 7.1043], [-22.6169, 33.2151, 6.8865], [-24.5744, 31.3224, 7.5477], [-24.4013, 32.5934, 8.8251], [-23.9151, 30.8724, 8.9692], [-21.9378, 32.4409, 8.6015], [-20.8339, 31.1799, 6.7044], [-22.4522, 30.6590, 6.1067], [-20.6600, 28.7190, 6.4481], [-22.4379, 28.2534, 6.6141], [-21.1460, 27.8098, 7.7896], [-22.8114, 32.9229, 5.9395], [-21.7358, 33.6996, 6.7920], [-19.5128, 30.5653, 9.9842], [-20.2903, 29.4080, 10.6003], [-19.6593, 29.1868, 12.0120], [-20.2473, 27.9741, 12.6449], [-19.9176, 27.8764, 14.0229], [-21.6337, 29.9267, 10.5475], [-19.6875, 30.5204, 8.9092], [-18.4722, 30.5681, 10.3085], [-19.8558, 31.5508, 10.2990], [-20.2910, 28.4466, 10.0865], [-19.8017, 30.1059, 12.5803], [-18.5834, 29.0128, 11.9960], [-20.1792, 28.7125, 14.6715], [-18.8427, 27.7272, 14.1258], [-20.5189, 27.0776, 14.4568], [-22.2374, 29.2801, 11.0348], [-21.9210, 29.8206, 9.5851], [-22.6459, 25.1106, 12.7881], [-23.0900, 26.1521, 11.7417], [-23.6399, 27.4715, 12.3980], [-24.0571, 28.4807, 11.4995], [-24.6126, 29.6028, 12.1925], [-21.9207, 26.5392, 10.8719], [-23.4855, 24.6744, 13.3292], [-22.1137, 25.5731, 13.6194], [-22.0253, 24.2911, 12.4256], [-23.9084, 25.7497, 11.1448], [-22.9792, 27.9193, 13.1403], [-24.5368, 27.2118, 12.9603], [-25.0604, 30.3577, 11.5462], [-23.7709, 30.1066, 12.6677], [-25.2706, 29.3883, 13.0345], [-21.2970, 27.1873, 11.3315], [-22.2938, 27.1525, 10.1615], [-19.7948, 21.2090, 13.5709], [-19.4943, 20.3154, 14.7406], [-20.8164, 19.8911, 15.4814], [-21.7671, 20.9071, 15.8114], [-21.3060, 21.7391, 16.9276], [-18.5594, 19.2167, 14.4667], [-18.9612, 21.3546, 12.8839], [-20.1037, 22.2171, 13.8473], [-20.6436, 20.8412, 12.9943], [-18.9562, 20.8886, 15.4956], [-20.5874, 19.2377, 16.3233], [-21.3711, 19.2810, 14.7685], [-20.4115, 22.3581, 16.8583], [-21.3245, 21.1917, 17.8700], [-22.1471, 22.4061, 17.1170], [-19.1098, 18.5191, 13.9866], [-17.9315, 19.6494, 13.8044], [-18.7034, 24.5375, 11.6797], [-19.0199, 24.8142, 10.1950], [-17.9889, 24.1814, 9.2411], [-16.6294, 24.4309, 9.6314], [-15.6889, 23.9262, 8.6662], [-20.3722, 24.3468, 9.8526], [-17.8034, 24.8069, 12.2324], [-18.8892, 23.4732, 11.8244], [-19.5613, 24.9242, 12.2297], [-18.9847, 25.8799, 9.9688], [-18.1314, 24.5591, 8.2286], [-18.1684, 23.1121, 9.1293], [-14.6420, 24.0931, 8.9201], [-15.9288, 24.3798, 7.7046], [-15.7792, 22.8627, 8.4453], [-20.9950, 25.0179, 10.2792], [-20.5590, 24.6003, 8.8930], [-26.7305, 33.0190, 13.7460], [-25.5813, 33.7976, 14.3209], [-24.1531, 33.4579, 13.7361], [-23.5601, 32.2746, 14.3154], [-22.2316, 32.0026, 13.8418], [-25.8419, 35.2409, 14.0593], [-27.6812, 33.4194, 14.0982], [-26.7322, 32.0259, 14.1951], [-26.6578, 33.0237, 12.6584], [-25.5995, 33.7557, 15.4100], [-23.4552, 34.2277, 14.0654], [-24.0368, 33.4734, 12.6524], [-21.6297, 32.8406, 14.1936], [-22.1506, 31.9820, 12.7551], [-21.8174, 31.0908, 14.2722], [-26.0139, 35.5412, 13.1104], [-26.6373, 35.4743, 14.6364], [-26.5867, 22.2800, 14.2918], [-25.2250, 22.3000, 15.0796], [-25.3589, 22.8206, 16.5365], [-25.7907, 24.1898, 16.3988], [-26.5006, 24.7655, 17.5175], [-24.7240, 20.9427, 14.9738], [-26.5168, 22.1794, 13.2087], [-27.0398, 23.2664, 14.3913], [-27.3828, 21.6283, 14.6518], [-24.6360, 23.0261, 14.5193], [-24.4425, 22.7448, 17.1218], [-26.0582, 22.2979, 17.1891], [-26.8715, 25.7679, 17.3037], [-25.8626, 24.8983, 18.3913], [-27.2810, 24.0602, 17.8032], [-23.8750, 21.0422, 15.5117], [-24.3520, 20.7891, 14.0475], [-28.0596, 25.9993, 11.8534], [-27.6281, 27.2256, 12.6015], [-28.7180, 28.3115, 12.5175], [-28.9405, 28.9231, 11.2976], [-27.8753, 29.8277, 10.8288], [-27.4230, 26.8599, 14.0332], [-29.0599, 25.6389, 12.0935], [-27.3466, 25.1820, 11.9618], [-28.1644, 26.2619, 10.8007], [-26.6864, 27.6367, 12.2378], [-28.7235, 29.0160, 13.3492], [-29.6249, 27.7166, 12.6264], [-27.6162, 30.5944, 11.5589], [-28.1359, 30.4626, 9.9820], [-27.0406, 29.1958, 10.5255], [-28.3663, 26.6008, 14.2845], [-26.9976, 25.9440, 14.0169], [-31.5507, 31.0748, 13.1417], [-31.5754, 31.3205, 11.5852], [-30.5123, 32.4266, 11.1399], [-30.5317, 33.5073, 12.1011], [-29.4461, 34.4245, 11.8343], [-31.4393, 30.0742, 10.8170], [-30.5667, 30.7663, 13.4949], [-32.1131, 30.1963, 13.4579], [-31.8865, 31.9573, 13.6863], [-32.5855, 31.6583, 11.3536], [-30.7591, 32.8019, 10.1467], [-29.5049, 32.0111, 11.1657], [-28.4130, 34.0803, 11.8806], [-29.6302, 35.1993, 12.5786], [-29.6519, 34.8828, 10.8670], [-30.5662, 29.6591, 11.1095], [-32.0887, 29.4715, 11.3020], [-19.5472, 17.8069, 9.0430], [-19.7369, 19.2609, 8.9044], [-20.9524, 19.5984, 7.9882], [-20.7047, 18.9982, 6.7373], [-21.8959, 18.9568, 5.8890], [-19.9115, 19.7310, 10.2336], [-18.6331, 17.5446, 9.5756], [-19.4383, 17.2587, 8.1072], [-20.3308, 17.2849, 9.5922], [-18.8130, 19.6147, 8.4468], [-20.9701, 20.6791, 7.8468], [-21.8668, 19.1695, 8.3981], [-22.5526, 18.1105, 6.0900], [-21.6000, 19.1086, 4.8510], [-22.5688, 19.8008, 6.0407], [-20.0610, 20.7273, 10.1627], [-18.9908, 19.6389, 10.6385]],
  "forces_ev_per_a": [[-0.11, 0.29, 0.28], [-0.24, -0.39, -0.19], [0.02, 0.24, -0.32], [-0.72, -0.85, 0.28], [0.85, 1.19, -0.34], [0.02, -0.12, 0.35], [-0.65, -0.83, 0.47], [0.17, 0.29, 0.12], [0.85, 0.33, -0.44], [0.88, -0.05, 0.29], [-0.73, 0.13, -0.29], [0.10, 0.10, -0.18], [0.04, 0.02, 0.32], [0.22, 0.04, -0.23], [-0.30, -0.08, -0.06], [-0.64, -1.62, -1.03], [0.81, 0.74, -0.40], [0.48, -0.40, 1.49], [0.49, -1.80, -0.58], [-0.19, 1.08, 0.42], [-0.21, 1.66, -0.34], [0.49, -0.13, 0.40], [-0.28, 0.52, 0.09], [0.13, 0.13, 0.10], [0.91, -0.62, -0.49], [-0.25, 0.44, 0.79], [-0.32, -0.33, -0.04], [0.16, 0.36, 0.03], [-0.48, 0.07, -0.48], [-0.43, -0.21, -0.17], [-0.85, 0.02, -0.43], [0.21, 0.13, 0.69], [1.47, 0.17, -1.54], [-0.43, 0.87, 1.69], [-0.47, 0.60, -0.24], [-0.99, 0.46, 0.50], [-0.49, -0.99, -0.11], [1.53, -0.16, 0.55], [-0.31, -0.42, -0.16], [0.24, -0.04, 0.69], [0.29, -0.50, 0.01], [-0.11, 0.59, 0.03], [-0.13, -0.09, -0.78], [0.26, 0.36, 0.47], [0.36, -0.46, -0.09], [-0.25, 0.37, -0.20], [0.59, 0.68, -0.22], [-0.42, -0.49, -0.12], [-1.05, -0.31, 0.23], [2.80, -1.13, 0.71], [-1.91, -1.44, -1.38], [-0.64, -0.91, -0.01], [2.00, -0.36, -0.50], [-1.48, 0.82, 0.73], [-0.81, 2.41, 0.42], [0.28, -0.77, -0.09], [-0.14, 0.92, -0.09], [-0.07, 0.21, 0.35], [0.20, 0.46, 0.10], [-0.14, 0.12, 0.10], [0.32, 0.13, -0.32], [-0.49, -0.39, -0.29], [-0.52, -0.49, 0.20], [0.34, 0.30, -0.11], [0.34, 0.04, -0.11], [-0.01, 0.02, 0.31], [-1.26, -0.10, -0.75], [-0.06, 1.37, 2.79], [0.19, -1.34, -0.41], [-1.27, 0.58, 0.05], [-0.14, -0.07, 0.07], [0.07, 0.70, -0.97], [0.66, 0.23, -0.32], [0.26, -0.09, -0.14], [-0.21, 0.12, 0.05], [0.29, -0.10, -0.32], [0.72, -0.38, -0.12], [-0.46, -0.21, -0.45], [0.87, -0.33, 0.17], [-0.01, 0.13, 0.66], [-0.01, -0.02, -0.20], [-0.23, -0.27, 0.53], [0.15, -0.24, -0.73], [-1.09, 0.07, 0.52], [0.72, -0.42, -1.68], [0.51, -0.60, 0.91], [0.34, -0.95, -0.65], [0.37, -0.35, -0.44], [-0.52, 0.42, 0.92], [0.04, 0.18, 0.07], [-0.02, 0.13, 0.03], [-0.38, -0.11, -0.11], [0.11, 0.07, 0.54], [0.09, 0.28, -0.16], [0.07, 0.40, 0.39], [-0.16, 0.17, 0.51], [0.08, 0.39, 0.23], [-0.05, 0.04, -0.01], [-0.25, -0.01, -0.35], [0.20, 0.14, -0.56], [-1.33, 0.61, -0.86], [0.20, -0.81, 0.37], [0.82, -0.64, -0.17], [0.53, 0.07, -0.05], [0.75, 0.52, -0.81], [-0.77, -0.77, 0.70], [0.34, -0.29, 0.33], [-0.08, 0.04, -0.36], [0.00, 0.44, -0.08], [0.02, 0.44, -0.38], [-0.08, 0.69, 0.05], [-0.03, 0.57, 0.35], [-0.36, 0.12, -0.17], [0.13, -0.45, 0.20], [-0.49, -0.34, 0.48], [0.04, 0.12, 0.15], [0.20, -0.39, 0.12], [0.58, -1.05, -0.48], [-0.61, -0.79, 0.72], [-0.46, -1.22, 1.86], [0.48, 0.23, -0.96], [0.04, 0.43, 0.59], [-0.06, 1.40, -1.24], [-0.25, 0.63, -0.57], [0.15, -0.08, -0.13], [0.45, 0.29, 0.60], [0.32, -0.50, 0.09], [0.05, 0.18, -0.19], [-0.09, 0.38, -0.35], [-0.23, 0.26, -0.53], [0.28, -0.39, -0.44], [-0.47, -0.04, 0.35], [-0.45, -0.04, -0.22], [0.16, 0.14, 0.29], [0.95, -0.31, -0.45], [1.02, 1.02, 1.19], [-1.33, -1.18, -0.19], [0.31, 2.27, 0.21], [-0.24, -0.20, -0.12], [-1.08, -0.59, 1.57], [0.64, 0.14, -0.11], [0.37, -0.30, -0.75], [-0.59, -0.30, 0.32], [0.94, -0.03, -0.48], [-0.45, -0.09, 0.49], [0.11, -0.04, -0.52], [-0.12, 0.77, -0.48], [0.10, -0.36, 0.18], [0.36, -0.35, -0.32], [-0.43, 0.04, 0.26], [-0.06, 0.34, -0.14], [-0.51, 0.52, 0.71], [1.28, 1.89, 0.28], [-1.01, -0.93, 0.87], [-0.76, -0.16, -0.80], [1.44, 0.49, 0.54], [-1.39, -0.35, -0.38], [-0.39, -0.13, -0.34], [0.45, 0.31, -0.19], [-0.05, 0.24, -0.42], [0.22, -0.07, -0.35], [0.69, -0.17, -0.03], [-0.24, -0.36, 0.41], [-0.06, -0.56, -0.41], [0.15, 0.30, 0.14], [-0.43, -0.64, -0.28], [0.10, -0.45, 0.98], [-0.35, -0.11, -0.60], [-0.84, 0.61, -0.67], [-0.30, 1.09, 2.09], [0.10, -0.85, -1.49], [2.36, 1.03, 1.19], [-2.04, -0.26, 0.10], [-1.27, 0.17, 0.17], [0.22, -0.23, 0.03], [0.12, 0.05, 0.43], [0.04, -0.41, -0.26], [0.09, 0.54, 0.02], [0.11, 0.22, 0.34], [-0.08, -0.26, -0.11], [0.24, -0.47, -0.70], [0.62, -0.61, -0.10], [0.00, 0.42, -0.39], [0.27, -0.47, -0.48], [0.44, -0.52, -0.23], [-1.81, -0.70, -0.03], [1.53, 0.24, -0.23], [0.39, -0.15, -0.11], [0.20, -0.49, -0.08], [-1.00, 0.13, -0.42], [0.81, -0.58, 0.14], [0.17, 0.29, -0.85], [0.45, -0.39, -0.04], [0.03, 0.53, 0.27], [0.23, 0.42, 0.37], [-0.13, 0.38, -0.25], [0.01, -0.42, 0.39], [-0.34, 0.43, 0.44], [0.30, 0.39, -0.21], [-0.30, -0.38, 0.54], [-0.44, 0.24, 0.70], [0.16, -0.40, -0.71], [0.14, -1.05, 0.72], [0.61, 1.27, -1.45], [0.84, 0.02, 1.73], [-0.87, -1.05, -0.72], [-0.42, 1.40, 0.34], [0.78, 0.10, 0.95], [-0.01, 0.33, -0.28], [0.15, -0.50, -0.62], [-0.23, -0.25, -0.01], [0.45, -0.42, 0.01], [-0.28, 0.76, 0.05], [-0.69, -0.35, -0.34], [0.50, -0.01, 0.00], [-0.26, -0.26, -0.21], [-0.46, -0.07, 0.10], [-0.08, -0.49, -0.17], [-0.09, 0.36, -0.23], [-0.39, 1.66, 0.74], [-2.52, -0.63, -1.23], [-0.70, 0.70, -0.44], [-0.02, 0.63, 0.47], [0.82, -1.11, -0.18], [1.05, 0.59, 1.43], [0.58, -0.49, 0.04], [-0.05, 0.38, 0.09], [0.51, -0.53, 0.23], [0.47, 0.30, 0.21], [0.60, 0.23, -0.33], [-0.55, -0.44, -0.48], [-0.14, -0.29, -0.60], [0.37, -0.16, 0.11], [-0.41, 0.26, 0.05], [0.58, -1.01, 0.32], [-0.37, 0.00, -0.35], [-0.01, 0.04, -1.46], [0.24, 0.47, 0.61], [-0.61, -1.05, 0.92], [1.52, 1.62, -1.91], [-0.32, -0.74, 0.49], [-0.44, -0.20, -1.08], [-0.01, 0.05, 0.64], [0.04, -0.04, -0.10], [0.33, -0.17, -0.32], [0.14, -0.19, -0.26], [0.54, 0.20, 0.05], [-0.44, 0.07, 0.38], [0.22, -0.44, 0.66], [-0.87, -0.67, -0.27], [0.25, 0.25, 0.17], [-0.51, -0.01, 0.75], [0.64, -0.21, 0.18], [0.56, 0.05, -0.71], [0.29, 0.53, 0.82], [-1.26, -0.64, 1.59], [1.17, -0.66, -0.84], [-1.94, 0.62, 0.25], [0.10, 0.58, 0.57], [0.49, 0.52, -0.11], [-0.73, 0.12, -0.40], [0.10, -0.12, 0.05], [0.06, 0.55, -0.04], [0.05, -0.02, -0.18], [0.08, -0.30, -0.23], [-0.27, -0.58, 0.06], [0.45, 0.11, 0.04], [0.34, 0.06, -0.28], [0.47, -0.07, -0.39], [-0.57, -0.40, -0.39], [0.41, -2.65, -0.39], [-0.70, -0.85, -1.68], [1.31, -0.42, 0.32], [-1.23, -0.24, -1.39], [0.52, 1.03, 0.64], [0.13, 1.43, 0.58], [0.22, 0.33, 0.26], [-0.13, 0.30, -0.28], [-0.35, 0.33, 0.07], [-0.03, 0.59, -0.39], [-0.58, 0.23, 0.25], [-0.17, 0.39, 0.39], [0.51, -0.53, -0.20], [0.24, -0.79, 0.04], [0.21, 0.49, 0.56], [-0.30, 0.42, 0.46], [0.05, -0.06, 0.68]],
  "mulliken_charge": [-0.450, 0.255, -0.044, 1.193, -0.195, -0.339, -0.801, 0.266, 0.424, -0.633, 0.466, 0.189, -0.572, 0.288, 0.290, 0.233, 0.270, -0.600, -0.257, -0.684, -0.839, -0.272, -0.837, 0.607, 0.383, 0.423, 0.117, 0.375, 0.222, 0.210, 0.253, 0.296, -1.450, 3.515, -0.831, -0.553, 0.379, -0.495, 0.505, 0.092, 0.381, -2.019, 0.230, 0.484, 0.291, -0.257, -0.147, -0.106, 0.430, -1.236, 1.644, -1.180, 0.539, -1.055, -0.856, 0.061, 0.360, 0.338, -0.524, 0.159, 0.543, 0.473, -0.143, 0.388, 0.304, 0.282, -1.725, 0.701, 0.440, -0.506, -0.620, -0.337, 0.156, 0.402, 0.652, 0.419, -0.522, 0.078, 0.297, 0.019, 0.321, -0.108, 0.321, -1.679, 0.525, -0.766, 0.492, -0.833, -0.568, 0.392, 0.352, 0.433, 0.188, 0.301, 0.365, 0.034, 0.559, 0.086, 0.013, 0.366, -0.407, 0.499, -0.476, -0.341, -0.362, -0.851, -0.014, 0.575, -0.532, 0.294, 0.105, 0.401, 0.072, 0.473, 0.065, 0.279, 0.289, -0.997, 0.849, -1.156, -0.142, -0.764, -0.734, 0.383, 0.292, -0.194, 0.266, 0.326, 0.452, 0.415, 0.300, -0.091, 0.291, 0.280, -1.406, 1.995, -1.807, -0.004, -1.012, 0.772, 0.167, 0.508, 0.221, -0.739, 0.385, 0.575, 0.405, 0.517, -0.132, -0.276, -0.293, -0.490, 0.924, -0.687, 1.306, -1.027, 1.116, 0.182, -0.660, -0.203, -0.004, -0.471, 0.849, 0.174, 0.119, -0.332, -0.622, -0.305, -0.088, 1.103, -1.586, -0.068, 0.042, -0.792, 0.150, -0.408, 0.089, -0.296, 0.374, 0.431, 0.025, 0.491, -0.408, 0.352, 0.354, -0.781, 1.637, -1.006, -0.321, -0.810, 0.282, 0.563, -0.179, -0.342, -0.528, 0.505, 0.328, 0.267, 0.332, 0.307, -0.293, 0.124, -0.565, 0.782, -1.572, 0.515, -1.224, -0.781, 0.727, -0.817, 0.078, 0.368, 0.373, 0.667, 0.500, 0.449, -0.081, 0.252, 0.283, -1.414, 2.019, -0.806, 0.013, -0.847, -0.776, 0.246, 0.216, 0.364, -1.060, 0.115, 0.424, 0.105, 0.321, 0.378, 0.365, 0.369, -1.620, 2.003, -1.386, 0.230, -0.695, -0.450, 0.394, 0.500, 0.052, -0.816, 0.288, 0.308, 0.107, 0.295, 0.205, 0.322, -0.111, -1.228, 0.189, 0.087, -0.356, -0.531, -0.700, 0.177, 0.415, 0.348, 0.398, 0.322, -0.308, 0.134, 0.242, 0.317, 0.198, 0.360, -1.777, 0.433, -0.279, -0.426, -0.726, -0.215, 0.431, 0.401, 0.293, 0.362, 0.178, 0.429, 0.313, 0.329, 0.204, -0.333, 0.232],
  "gap_ev": 8.9,
  "charge": 0,
  "spin_multiplicity": 1
}